150
Properties=species:S:1:pos:R:3:forces:R:3:lowdin_charge:R:1 method="wB97M-V/def2-TZVPD" orbital_gap_ev=9.4148 energy_ha=-2707.74147 max_force_ev_per_a=3.14 lumo_ha=0.00871
O -1.100 2.453 -1.565 0.158 0.561 -0.114 -0.052
H -1.648 1.874 -2.095 -0.462 -0.174 -0.436 0.018
H -0.552 1.861 -1.051 0.270 -0.638 0.493 0.000
O 4.302 1.749 2.592 -0.061 -0.302 -0.118 -0.033
H 5.218 2.022 2.548 0.308 0.014 -0.014 0.048
H 3.824 2.548 2.816 -0.277 0.229 0.036 0.041
O -1.368 -3.492 -4.528 0.353 -0.834 -0.337 -0.067
H -1.767 -2.828 -3.965 -0.346 0.687 0.344 -0.031
H -1.032 -3.000 -5.277 0.066 0.065 -0.149 0.026
O 0.212 0.428 -0.419 -0.558 -0.104 -0.158 -0.037
H 0.037 -0.458 -0.100 -0.248 -0.099 0.107 0.023
H 1.157 0.537 -0.316 0.958 0.135 0.356 -0.004
O -1.163 -1.359 4.419 -0.646 0.954 0.500 -0.054
H -1.550 -1.941 5.073 -0.127 -0.049 0.229 0.048
H -0.564 -1.919 3.924 0.669 -0.539 -0.392 -0.015
O 2.878 0.693 0.107 -0.376 -0.645 0.140 -0.046
H 3.366 1.104 -0.606 0.407 0.509 -0.659 -0.002
H 3.444 0.789 0.873 0.053 0.178 0.583 0.007
O 4.044 2.411 -1.740 0.497 -0.558 0.235 -0.047
H 3.547 2.355 -2.556 -0.280 0.112 -0.557 0.013
H 3.686 3.178 -1.293 -0.275 0.547 0.106 0.014
O 2.677 5.079 -1.306 0.204 -0.241 0.112 -0.032
H 3.206 5.665 -1.847 0.214 0.187 -0.097 0.048
H 1.788 5.174 -1.648 -0.470 0.014 0.068 0.038
O -1.503 5.001 -1.142 -0.055 1.134 -0.027 -0.081
H -1.352 4.057 -1.094 0.024 -0.950 -0.275 -0.051
H -1.343 5.315 -0.252 -0.033 0.235 0.258 0.020
O 2.082 2.855 -4.077 0.280 -0.267 0.017 -0.033
H 2.206 3.705 -4.500 0.086 0.213 -0.172 0.050
H 1.380 3.003 -3.443 -0.375 -0.049 0.301 0.021
C 7.095 -1.248 1.927 -0.479 0.587 -0.679 -0.039
C 5.590 -1.579 1.980 1.221 0.536 -0.398 -0.521
C 5.128 -2.567 0.960 -1.020 -0.573 -0.574 -0.058
O 5.268 -1.978 3.272 -0.508 -0.463 0.936 -0.030
H 7.324 -0.473 2.658 -0.026 0.016 0.001 0.075
H 7.313 -0.865 0.930 0.213 0.148 -0.068 0.074
H 7.792 -2.070 2.095 -0.353 -0.374 0.113 0.078
H 5.000 -0.685 1.778 0.229 0.296 0.232 0.113
H 5.540 -3.573 1.038 0.511 0.046 -0.004 0.088
H 5.207 -2.186 -0.058 0.349 -0.056 -0.012 0.061
H 4.057 -2.707 1.107 -0.203 0.020 0.088 0.069
H 5.737 -2.806 3.392 -0.010 -0.207 0.394 0.089
C -2.448 -0.785 1.233 -0.749 -0.713 -0.188 -0.039
C -3.771 -1.090 2.031 2.472 -0.539 0.857 -0.414
C -3.710 -2.501 2.690 -0.200 -0.379 -0.973 -0.052
O -3.702 -0.224 3.145 -0.937 1.060 0.195 -0.082
H -2.357 0.269 0.968 -0.280 -0.012 -0.077 0.073
H -2.337 -1.409 0.346 -0.186 0.035 -0.305 0.061
H -1.576 -1.026 1.841 -0.107 -0.020 0.352 0.063
H -4.658 -0.842 1.448 -0.047 -0.263 0.128 0.131
H -2.758 -2.628 3.206 0.024 0.356 -0.117 0.036
H -3.751 -3.339 1.994 -0.157 0.002 -0.326 0.068
H -4.481 -2.673 3.441 -0.231 0.348 -0.140 0.078
H -2.830 -0.379 3.517 0.350 0.008 0.416 0.038
C 0.590 2.255 6.634 1.981 -0.299 -0.717 -0.035
C 1.236 2.707 5.271 -1.929 -1.205 0.564 -0.460
C 0.800 1.861 4.068 1.284 0.372 -0.291 -0.038
O 0.786 4.009 4.986 -0.400 1.083 -0.562 -0.071
H 1.264 2.681 7.376 -0.582 0.461 0.535 0.067
H 0.745 1.189 6.799 -0.288 -0.185 -0.286 0.073
H -0.463 2.507 6.760 0.213 0.179 -0.164 0.075
H 2.324 2.730 5.318 0.141 -0.333 0.278 0.126
H 1.253 2.370 3.217 -0.447 0.256 -0.401 0.072
H -0.273 1.753 3.908 0.133 0.050 0.282 0.067
H 1.318 0.903 4.009 -0.328 -0.278 0.563 0.082
H 0.880 4.598 5.739 0.158 -0.116 0.217 0.098
C -4.941 -1.336 -3.660 -1.469 -1.711 -0.862 -0.049
C -3.924 -1.697 -2.647 1.377 1.426 1.414 -0.473
C -3.918 -3.112 -2.062 -0.376 -0.224 -0.828 -0.024
O -2.635 -1.419 -3.210 0.450 -1.378 -0.094 -0.089
H -4.691 -0.451 -4.246 -0.072 -0.044 0.227 0.070
H -5.952 -1.292 -3.255 -0.004 0.525 0.314 0.086
H -5.039 -2.204 -4.312 0.198 0.109 -0.714 0.088
H -3.988 -0.905 -1.901 -0.343 -0.344 0.948 0.126
H -4.868 -3.415 -1.622 -0.137 0.352 0.057 0.081
H -3.136 -3.377 -1.350 0.129 0.708 0.077 0.072
H -3.766 -3.800 -2.894 0.016 -0.098 -0.225 0.077
H -2.671 -0.505 -3.503 0.138 0.604 0.073 0.030
C -2.725 0.970 -6.015 0.740 0.009 -0.281 -0.028
C -1.948 1.438 -4.768 0.243 1.463 -0.449 -0.446
C -1.540 2.932 -4.741 0.864 -0.738 -1.754 -0.020
O -2.701 1.298 -3.612 -0.645 -1.777 1.555 -0.112
H -2.853 -0.112 -6.003 0.021 -0.065 0.110 0.073
H -2.144 1.213 -6.905 0.180 -0.100 -0.048 0.078
H -3.704 1.405 -6.213 -0.053 0.338 0.607 0.084
H -1.074 0.810 -4.601 0.159 -0.044 -0.371 0.148
H -1.086 3.153 -5.707 -0.321 0.388 -0.380 0.077
H -0.701 3.146 -4.079 -0.671 -0.150 0.613 0.051
H -2.428 3.541 -4.572 0.350 0.115 0.039 0.078
H -3.562 1.696 -3.756 -0.507 0.686 0.064 0.050
C -0.669 -5.134 3.651 -0.266 -0.682 -1.271 -0.038
C 0.588 -4.363 3.883 0.105 -0.893 1.396 -0.534
C 1.826 -5.036 3.380 1.283 -0.428 0.010 -0.034
O 0.500 -3.126 3.303 -0.069 2.124 -0.827 -0.053
H -1.522 -4.522 3.947 -0.125 -0.392 0.125 0.076
H -0.666 -6.154 4.035 -0.094 0.230 0.631 0.089
H -0.716 -5.303 2.575 -0.395 0.169 -0.316 0.076
H 0.584 -4.150 4.952 0.713 -0.128 0.267 0.147
H 1.994 -6.029 3.798 -0.173 -0.098 -0.102 0.087
H 2.739 -4.469 3.560 -0.110 0.297 0.579 0.081
H 1.857 -5.075 2.292 -0.603 -0.365 -0.190 0.064
H 0.530 -3.227 2.349 -0.151 -0.082 -0.636 0.073
C -2.647 3.273 2.344 -1.055 -0.425 1.139 -0.039
C -2.804 4.531 3.218 1.214 -0.619 -0.074 -0.486
C -3.306 4.242 4.615 -1.065 -0.753 -0.421 -0.049
O -1.519 5.086 3.352 0.622 1.576 -0.642 -0.068
H -2.180 3.394 1.367 -0.175 0.329 0.123 0.068
H -3.629 2.802 2.290 -0.174 -0.067 -0.626 0.072
H -2.092 2.529 2.915 0.382 0.060 -0.019 0.057
H -3.448 5.258 2.723 0.075 0.147 -0.060 0.134
H -4.128 3.534 4.507 -0.194 -0.118 0.344 0.079
H -3.698 5.113 5.141 0.299 0.092 -0.065 0.081
H -2.528 3.746 5.196 0.042 0.038 0.087 0.073
H -1.025 4.684 4.070 0.103 -0.354 0.051 0.040
C 2.215 -4.565 -0.820 -0.338 1.031 -0.092 -0.025
C 1.254 -3.385 -0.519 0.372 0.543 0.729 -0.488
C 0.503 -2.793 -1.697 1.739 -0.213 0.048 -0.034
O 0.234 -3.832 0.338 -0.760 -1.226 1.341 -0.081
H 3.037 -4.250 -1.463 -0.335 -0.151 -0.543 0.075
H 1.551 -5.316 -1.247 0.424 -0.291 -0.568 0.084
H 2.739 -5.032 0.015 -0.434 0.336 0.530 0.067
H 1.690 -2.609 0.111 0.775 0.267 -0.457 0.125
H 1.243 -2.265 -2.298 -0.230 -0.040 -0.583 0.089
H -0.217 -2.052 -1.349 -0.209 -0.418 -0.174 0.061
H 0.084 -3.661 -2.206 -0.405 0.505 -0.458 0.082
H 0.147 -4.767 0.136 -0.545 -0.245 0.275 0.084
C -4.961 2.923 -1.449 -0.381 -0.315 0.210 -0.041
C -5.690 2.762 -2.770 -1.276 2.340 1.666 -0.487
C -6.767 3.904 -2.848 -0.524 -1.940 0.300 -0.040
O -4.768 3.013 -3.749 1.274 -0.505 -2.588 -0.069
H -5.678 2.794 -0.637 0.350 -0.101 0.303 0.088
H -4.564 3.938 -1.419 -0.048 0.153 0.173 0.086
H -4.090 2.273 -1.370 -0.201 -0.270 0.188 0.073
H -6.142 1.781 -2.918 0.092 0.005 -0.097 0.143
H -6.363 4.903 -2.683 0.169 -0.138 -0.103 0.084
H -7.495 3.672 -2.070 -0.119 0.363 0.207 0.075
H -7.331 3.823 -3.777 0.238 0.284 -0.188 0.075
H -4.413 3.895 -3.612 0.144 0.137 0.039 0.106
C 6.621 -3.248 -2.677 -1.244 0.226 0.256 -0.049
C 6.757 -1.895 -3.406 -0.967 0.016 0.417 -0.484
C 5.778 -0.787 -2.928 -0.534 -0.201 -0.086 -0.037
O 8.048 -1.405 -3.254 1.403 0.405 0.549 -0.050
H 6.527 -3.171 -1.594 0.544 0.396 0.096 0.054
H 7.398 -3.975 -2.912 0.143 0.198 -0.174 0.076
H 5.662 -3.705 -2.924 -0.078 -0.140 -0.443 0.071
H 6.713 -2.096 -4.477 -1.070 0.039 -0.250 0.128
H 4.730 -0.971 -3.164 -0.017 -0.536 -0.279 0.073
H 5.935 0.215 -3.328 0.623 -0.219 -0.386 0.075
H 5.744 -0.617 -1.852 0.542 -0.412 0.214 0.060
H 8.580 -2.142 -3.563 0.654 0.237 0.089 0.083

---

14
Properties=species:S:1:pos:R:3:forces:R:3:lowdin_spin:R:1 method="wB97M-V/def2-TZVPD" spin_multiplicity=2 orbital_gap_ev="13.8748 / 6.9416" energy_ha=-265.52747 max_force_ev_per_a=5.64 lumo_ha="-0.28610 / -0.52100" charge=+2
C 0.611 0.552 -0.649 -1.524 2.318 -0.630 0.035
N 1.008 1.547 0.422 0.908 2.249 -4.502 0.023
H -0.370 0.967 -1.106 1.671 -1.043 0.354 0.007
H 1.423 0.357 -1.323 0.333 1.049 -0.764 0.003
H 1.655 2.270 -0.056 -0.866 -1.054 1.445 0.001
H 0.212 2.015 0.789 -0.937 0.709 0.742 0.001
N 0.507 -0.648 0.043 -4.594 -3.267 -0.217 0.305
C -0.797 -1.323 0.149 -3.032 1.197 1.229 0.118
O -2.044 -0.542 0.117 5.137 0.968 -1.339 0.353
H 1.047 -1.376 -0.385 1.241 -0.547 0.209 0.006
H 1.434 0.972 1.065 1.871 -0.773 2.629 0.002
H -0.934 -1.812 1.163 0.700 -0.543 -0.832 0.061
H -0.935 -2.053 -0.729 0.347 0.095 0.900 0.084
H -2.816 -0.925 0.500 -1.256 -1.358 0.776 0.004

---

93
Properties=species:S:1:pos:R:3:forces:R:3:lowdin_spin:R:1 method="wB97M-V/def2-TZVPD" spin_multiplicity=4 orbital_gap_ev="4.0450 / 3.7803" energy_ha=-3010.81087 max_force_ev_per_a=6.24 lumo_ha="-0.30554 / -0.31497" charge=+2
Re 1.443 -0.815 -1.325 3.114 0.644 4.904 1.541
C -1.995 0.203 2.278 1.091 -0.418 3.547 0.255
C -2.795 -0.061 1.224 -2.024 0.298 -2.183 0.395
C -3.487 0.938 0.352 0.686 -0.040 -0.003 0.058
C -2.898 2.369 0.163 -0.067 0.350 -0.233 0.003
C -1.434 2.591 0.415 1.236 -0.712 -0.092 0.007
C -0.689 2.668 1.528 0.596 -0.611 -0.720 0.013
C -1.111 2.580 2.953 0.140 0.163 0.151 0.024
C -2.133 1.428 3.145 -0.095 0.572 0.260 0.027
C 2.751 -0.169 0.164 0.509 -0.085 0.047 0.097
H -1.600 -0.686 2.771 -0.392 0.337 -0.083 -0.001
H -3.158 -1.096 1.133 0.433 0.252 -0.194 0.013
H -4.519 1.045 0.705 -0.105 -0.260 0.102 0.025
H -3.601 0.462 -0.631 -0.175 0.021 0.092 0.013
H -2.994 2.562 -0.922 -0.486 0.276 0.600 0.001
H -3.499 3.107 0.718 0.058 -0.282 -0.266 0.001
H -0.842 2.578 -0.513 -0.200 0.132 0.461 0.001
H 0.406 2.596 1.402 -0.571 0.562 -0.196 0.001
H -1.534 3.551 3.266 -0.133 -0.481 0.011 0.000
H -0.230 2.432 3.600 -0.431 -0.182 -0.378 0.002
H -2.059 1.104 4.193 -0.180 -0.045 -0.349 -0.001
H -3.127 1.886 2.976 0.266 -0.453 0.042 0.008
H 3.753 -0.572 -0.058 -0.003 0.063 -0.117 0.023
H 2.487 -0.512 1.190 -0.321 -0.092 -0.576 0.011
H 2.826 0.938 0.173 -0.074 -0.521 -0.041 0.022
P -0.307 -2.001 -1.730 -4.365 -4.172 -1.183 0.049
P 1.524 0.979 -2.537 0.653 4.498 -4.274 0.076
C -0.820 -0.216 -1.893 0.646 1.922 -0.928 0.013
C -0.277 0.909 -2.534 -0.491 -1.834 0.083 0.062
C -0.534 -2.794 -3.364 0.420 1.085 -0.157 0.028
C -1.219 -2.168 -4.416 0.179 -0.421 -0.051 0.010
C -1.179 -2.757 -5.684 0.053 0.012 0.202 0.001
C -0.432 -3.923 -5.886 0.134 -0.076 0.153 0.011
C 0.299 -4.504 -4.841 -0.159 0.255 0.270 -0.001
C 0.257 -3.928 -3.571 -0.088 0.063 -0.113 0.013
C -1.468 -2.947 -0.647 0.380 0.227 0.467 0.001
C -0.982 -3.363 0.605 0.060 0.180 -0.249 0.002
C -1.763 -4.165 1.442 -0.069 -0.096 -0.129 0.000
C -3.017 -4.613 1.016 0.401 0.264 -0.188 0.000
C -3.505 -4.221 -0.241 0.300 0.281 -0.016 0.000
C -2.748 -3.370 -1.058 -0.154 -0.090 -0.240 -0.001
C 2.050 1.071 -4.338 0.030 -0.781 0.013 -0.004
C 1.911 -0.123 -5.066 0.053 -0.032 0.023 0.006
C 2.326 -0.227 -6.393 -0.119 -0.063 -0.080 0.001
C 2.893 0.882 -7.029 0.134 0.209 0.856 -0.001
C 3.042 2.091 -6.325 -0.252 -0.449 0.064 0.000
C 2.603 2.184 -4.996 -0.033 0.165 0.208 -0.002
C 1.920 2.726 -1.979 -0.029 -0.259 0.845 0.021
C 3.204 2.889 -1.437 -0.085 -0.184 -0.159 0.001
C 3.614 4.113 -0.912 0.025 -0.151 -0.236 0.000
C 2.741 5.201 -0.912 -0.171 -0.396 -0.065 0.000
C 1.459 5.057 -1.449 0.191 -0.304 -0.210 0.001
C 1.046 3.831 -1.991 0.099 -0.235 -0.139 0.004
H -1.828 -0.154 -1.480 0.053 0.018 -0.264 0.001
H -0.802 1.758 -2.972 -0.616 0.038 0.861 0.003
H -1.754 -1.234 -4.241 0.047 -0.259 -0.167 0.001
H -1.706 -2.292 -6.518 0.127 -0.178 0.263 0.000
H -0.391 -4.383 -6.874 -0.050 0.185 0.247 0.001
H 0.920 -5.383 -4.995 -0.196 0.159 -0.114 0.000
H 0.851 -4.310 -2.738 -0.142 -0.166 -0.330 0.001
H 0.021 -3.062 0.901 -0.259 -0.126 0.249 0.001
H -1.381 -4.443 2.423 -0.023 0.110 -0.317 0.000
H -3.598 -5.278 1.661 0.158 0.276 -0.295 0.000
H -4.475 -4.596 -0.574 0.303 0.258 -0.006 0.000
H -3.138 -3.054 -2.028 0.066 -0.199 0.228 0.000
H 1.473 -0.991 -4.578 0.063 -0.059 -0.094 0.007
H 2.213 -1.185 -6.926 0.078 0.622 0.317 0.000
H 3.277 0.794 -8.034 -0.095 0.034 -0.105 0.000
H 3.516 2.949 -6.817 -0.320 -0.356 0.317 0.000
H 2.679 3.134 -4.471 0.153 -0.174 -0.089 0.000
H 3.895 2.042 -1.461 -0.068 0.316 0.126 0.001
H 4.631 4.195 -0.529 -0.291 0.096 -0.038 0.000
H 3.061 6.151 -0.496 -0.087 -0.118 -0.072 0.000
H 0.780 5.907 -1.470 0.114 -0.211 -0.013 0.000
H 0.063 3.768 -2.462 0.209 0.015 0.252 0.000
C 0.133 0.470 9.013 -0.023 0.057 0.060 0.000
C 0.369 0.007 7.599 0.099 -0.083 -0.201 0.000
C 0.091 -1.319 7.255 0.009 -0.255 -0.050 0.000
C 0.273 -1.776 5.952 0.097 0.493 -0.416 0.000
C 0.725 -0.886 4.961 -0.075 0.625 0.235 0.001
C 1.062 0.431 5.305 -0.253 -0.241 0.339 0.000
C 0.876 0.875 6.616 -0.154 -0.197 0.316 0.000
S 0.766 -1.399 3.237 0.436 -0.578 3.382 0.001
O 2.135 -1.800 2.986 -0.252 0.013 -1.024 0.030
O -0.234 -2.465 3.261 0.089 0.463 -1.191 0.011
O 0.375 -0.191 2.472 -0.028 0.279 -1.139 0.111
H -0.780 0.010 9.421 0.330 0.203 -0.090 0.000
H 0.974 0.190 9.668 -0.261 0.084 -0.212 0.000
H 0.029 1.560 9.040 -0.005 -0.199 0.128 0.000
H -0.297 -2.014 8.020 0.264 0.437 -0.443 0.000
H 0.045 -2.798 5.667 -0.046 0.145 0.125 0.000
H 1.449 1.123 4.564 -0.053 -0.154 -0.041 0.000
H 1.097 1.911 6.909 -0.014 -0.483 -0.284 0.000

---

13
Properties=species:S:1:pos:R:3:forces:R:3:lowdin_charge:R:1 method="wB97M-V/def2-TZVPD" orbital_gap_ev=9.6133 energy_ha=-323.74287 max_force_ev_per_a=1.55 lumo_ha=0.02626
C 1.196 0.708 0.939 -0.176 0.414 0.554 -0.139
N 1.063 0.167 -0.392 0.447 0.012 0.019 -0.111
C 0.112 -0.882 -0.636 -0.087 -0.415 1.173 -0.150
C -1.363 -0.500 -0.661 -0.214 0.486 -1.455 -0.505
O -1.770 0.099 0.468 0.299 0.311 0.728 0.094
O -2.074 -0.630 -1.629 0.098 -0.019 0.423 0.096
H 1.481 -0.040 1.676 -0.028 -0.436 -0.173 0.079
H 0.286 1.176 1.324 -0.063 0.090 0.002 0.063
H 1.993 1.451 0.993 -0.025 0.010 -0.350 0.078
H 1.086 0.879 -1.103 -0.156 0.026 -0.115 0.111
H 0.195 -1.607 0.182 0.182 0.000 0.055 0.130
H 0.389 -1.424 -1.526 -0.297 0.013 -0.487 0.120
H -2.593 0.603 0.363 0.019 -0.492 -0.375 0.134

---

Energy relative to the best compared isomer or geometry (same formula, charge and spin) values, unit kJ/mol, following the record order: 0.0; 297.2; 547.1; 100.0.